The following is a quantum chemistry calculation of a molecular structure, C31H47CoNO3P2S at a distorted geometry, from the Open Molecules 2025 dataset.

XYZ file:
```
86
Properties=species:S:1:pos:R:3:mulliken_spin:R:1
Co -4.396 1.605 -0.498 1.959
C -0.296 0.429 2.147 0.359
C -1.012 -0.795 2.002 0.206
C 0.854 -0.925 0.679 0.111
C 0.852 0.357 1.322 0.361
C -0.335 -1.611 1.055 0.376
C -0.569 1.497 3.129 0.036
H -1.592 1.464 3.521 0.001
H -0.398 2.498 2.715 0.008
H 0.102 1.428 4.000 0.019
C 1.869 1.414 1.196 0.019
H 1.421 2.392 0.967 0.015
H 2.555 1.169 0.378 -0.006
H 2.447 1.516 2.132 0.019
C 1.950 -1.413 -0.181 0.085
H 2.933 -1.205 0.281 0.017
H 1.947 -0.879 -1.149 0.005
H 1.876 -2.494 -0.378 0.002
C -0.714 -2.997 0.679 0.033
H -0.125 -3.738 1.248 0.013
H -0.546 -3.232 -0.380 0.005
H -1.769 -3.207 0.897 0.002
C -2.200 -1.199 2.766 -0.005
H -1.814 -1.735 3.647 0.024
H -2.848 -1.897 2.213 0.006
H -2.787 -0.345 3.126 -0.001
C -5.317 3.002 -1.273 -0.064
C -5.477 3.026 0.150 0.061
C -6.391 2.195 1.004 0.029
C -6.621 0.718 0.489 0.007
C -5.432 0.147 -0.198 0.056
C -5.122 0.242 -1.587 -0.107
C -5.889 0.925 -2.685 0.000
C -6.295 2.365 -2.235 -0.008
H -7.356 2.723 1.111 -0.002
H -7.513 0.704 -0.154 0.003
H -5.948 2.073 2.020 -0.004
H -7.267 2.310 -1.723 -0.002
H -4.628 3.745 -1.721 -0.003
H -4.983 3.857 0.679 0.001
H -6.357 3.007 -3.128 0.000
H -5.206 0.989 -3.546 0.002
H -4.600 -0.662 -1.933 -0.017
H -6.767 0.380 -3.082 -0.004
H -6.809 0.083 1.369 0.003
H -4.851 -0.657 0.264 -0.009
P -1.282 1.874 -0.443 0.020
P -1.726 -0.940 -1.859 0.152
C -2.187 1.864 -2.157 0.069
C -2.107 0.523 -2.944 -0.002
H -1.591 2.617 -2.713 0.001
H -3.252 2.231 -2.105 -0.008
H -3.060 0.345 -3.468 0.000
H -1.309 0.577 -3.702 0.000
C -0.246 -1.539 -2.702 0.021
H 0.210 -2.320 -2.074 0.000
H 0.477 -0.695 -2.833 -0.015
H -0.545 -1.947 -3.683 0.001
C -2.864 -2.333 -2.323 0.024
H -3.193 -2.267 -3.374 0.004
H -3.731 -2.333 -1.646 -0.004
H -2.320 -3.277 -2.149 -0.001
C -0.978 3.681 -0.256 0.023
H -0.550 3.849 0.746 -0.002
H -1.882 4.306 -0.372 0.003
H -0.222 3.926 -1.012 -0.001
C -2.608 2.005 0.892 0.202
H -2.852 1.050 1.400 -0.011
H -3.472 2.572 0.469 -0.097
H -2.274 2.696 1.700 -0.001
O 3.058 0.026 -5.222 0.000
S 3.276 0.198 -3.798 0.001
O 4.027 -0.777 -3.082 0.000
N 1.867 0.524 -3.004 0.003
C 1.732 1.781 -2.555 0.004
O 0.751 2.204 -1.891 0.006
C 2.940 2.588 -2.835 -0.001
C 3.223 3.897 -2.424 0.000
C 4.507 4.400 -2.644 0.000
C 5.479 3.607 -3.287 0.000
C 5.174 2.305 -3.708 0.000
C 3.894 1.825 -3.477 0.000
H 2.439 4.476 -1.930 0.000
H 4.762 5.410 -2.324 0.000
H 6.485 3.992 -3.440 0.000
H 5.900 1.664 -4.199 0.000
```

- multiplicity = 5
- HOMO energy (alpha / beta) (Ha) = -0.3765 / -0.3833
- energy above the lowest of the compared OMol25 structures with the same formula, charge and spin (kcal/mol) = 99.1
- net charge = +1
- F_max (Eh/bohr) = 0.13625